No. 1
25
Properties=species:S:1:pos:R:3:forces:R:3 method="wB97M-V/def2-TZVPD" e_tot_ev=-14114.349 de_lowest_kcal_mol=94.2 homo_energy_ev=-8.59 e_lumo_ev=0.860
N 0.949 0.273 3.022 -5.0507 0.6700 4.1286
C 0.711 0.011 1.695 0.4136 -1.1189 -3.9387
C 0.569 -1.487 1.230 3.9242 1.8417 -0.6426
C 0.778 -1.640 -0.357 0.7887 -1.7758 2.3533
C -0.231 -0.637 -0.910 -0.0193 -2.1380 -4.5724
C -0.408 -0.957 -2.314 1.7411 -0.0984 0.7666
C -0.681 0.106 -3.236 0.5144 -3.9025 -2.3155
C -1.139 1.285 -2.750 -2.2840 1.1415 3.8922
C -1.318 1.449 -1.249 -0.5497 3.0158 -4.1851
C -0.756 0.584 -0.421 2.9101 -2.0956 3.8499
C -0.380 0.946 1.076 -1.3891 0.6708 1.6638
O 0.156 2.352 1.157 -0.7159 -2.1191 1.8028
H -0.097 0.104 3.430 3.5472 0.4051 0.1048
H 1.687 -0.133 3.598 -0.4939 -0.2728 -0.8009
H 1.569 0.368 1.228 1.8057 0.5365 -1.5105
H -0.392 -1.691 1.504 -2.7410 -1.5091 0.3446
H 1.290 -2.043 1.865 -0.4557 0.0008 -0.5226
H 1.849 -1.471 -0.893 -2.2590 0.1314 1.9967
H 0.691 -2.859 -0.511 -0.6949 3.1921 -0.2889
H 0.028 -2.056 -2.629 -1.2988 3.1477 0.4330
H -0.513 -0.270 -4.392 -0.7639 1.7429 2.9025
H -1.699 2.061 -3.261 0.7529 -0.0800 -0.6813
H -1.727 2.450 -0.860 0.6543 -1.7212 -0.7085
H -1.359 0.859 1.839 2.0649 0.3155 -2.0023
H 0.422 2.393 2.139 -0.4012 0.0193 -2.0696



No. 2
165
Properties=species:S:1:pos:R:3:forces:R:3 method="wB97M-V/def2-TZVPD" e_tot_ev=-153942.594 homo_energy_ev=-8.35 e_lumo_ev=-2.036
C -0.305 -3.434 0.889 0.4037 5.0596 4.7244
C -0.452 -2.458 1.763 0.6326 -4.0820 -3.6327
C -0.545 -1.281 2.888 -0.0292 -1.8382 -0.1969
C -1.411 0.011 2.349 2.3776 0.2265 -1.0406
S -3.112 -0.685 2.106 -3.6788 -6.6261 -3.2670
C -4.563 0.368 2.491 -2.1832 0.9411 1.1148
O -3.223 -1.079 0.622 0.8652 2.6342 3.6374
O -3.365 -2.003 2.863 1.4777 4.6351 -0.5475
C -0.689 0.584 1.001 0.4500 0.6928 -0.2832
C 0.930 0.800 1.184 0.8962 -1.1595 0.5422
C 1.799 -0.378 0.433 0.5581 -0.0935 0.1789
C 2.762 -1.203 1.432 0.9364 0.0259 -0.2176
C 3.761 -0.300 2.319 0.5790 -0.3445 0.1277
C 4.825 0.577 1.474 -0.0704 0.8718 1.6466
C 6.172 0.672 2.410 -0.4478 -2.0622 -0.7780
O 6.952 1.878 2.164 -0.7672 0.4855 2.9856
C 6.939 2.778 3.282 -1.0216 4.9541 -1.0119
C 7.336 2.419 4.798 -0.9741 -0.2642 0.4876
O 6.621 4.002 3.042 1.6646 -5.8868 0.9175
C -1.266 2.039 0.495 0.0574 -1.8278 -1.9245
C -2.587 1.894 -0.455 0.6058 -0.5795 -1.5589
C -2.330 0.869 -1.712 0.2425 -2.2404 -2.4936
C -0.919 0.619 -2.367 -3.3799 -2.0616 -1.6420
C -0.794 -0.386 -3.608 -3.0487 0.2351 0.9073
C -2.033 -1.131 -4.256 0.0145 2.3074 3.4128
C -1.833 -2.095 -5.534 -0.5919 1.2313 -0.2500
C -3.448 -0.866 -3.573 2.7159 1.8681 1.3560
C -3.600 0.114 -2.321 3.6121 -0.6776 -2.0328
C -1.290 3.203 1.589 1.9876 0.7781 -2.1475
N -0.260 4.242 1.164 -1.9143 -0.6704 0.3364
C -0.671 5.049 -0.004 1.6762 1.2399 -1.5958
C 0.641 5.284 -0.968 -1.5303 0.9852 -0.2623
C 1.679 6.372 -0.383 0.2367 -1.2305 -1.3754
C 2.918 6.436 -1.460 -0.2813 -0.2729 -0.0756
P -2.887 4.181 1.880 -1.6405 5.8453 3.9988
N -2.411 5.542 2.634 -0.4831 -2.6867 -1.0921
O -4.007 3.469 2.971 1.3581 -0.2307 -2.0299
O -3.764 4.697 0.520 0.2188 -2.8481 1.6537
O -0.790 2.876 2.928 -1.6405 -2.4972 -0.9324
S -1.263 1.424 3.566 1.6206 -1.8222 9.5228
O -2.434 1.491 4.563 1.9561 0.5414 -4.6448
O -0.096 1.024 4.494 -2.3988 1.3470 -4.1446
H 0.168 -4.238 0.213 -1.3787 1.8103 1.4556
H 0.542 -1.037 3.141 -1.7562 0.1668 -0.5474
H -1.005 -1.725 3.864 0.5845 0.8603 -2.0090
H -4.725 1.301 1.847 0.8290 -1.4167 0.8860
H -4.680 0.677 3.610 0.8690 -0.6099 -2.0680
H -5.502 -0.301 2.295 2.1908 0.6847 0.0578
H -0.788 -0.242 0.209 -0.3544 1.4976 1.0628
H 1.319 1.786 0.750 -1.0269 -1.2746 0.6135
H 1.247 0.804 2.308 -0.7137 0.1024 -2.0068
H 1.139 -1.141 -0.116 0.7880 1.2736 0.8885
H 2.497 0.085 -0.381 -1.3033 -0.6155 1.4866
H 3.442 -1.868 0.752 -1.1932 1.0714 1.2077
H 2.223 -1.931 2.139 0.4977 1.1743 -1.2053
H 4.388 -1.022 2.990 -1.2085 1.0383 -1.1521
H 3.227 0.415 3.063 0.7023 -1.2701 -1.2990
H 5.038 0.141 0.433 -0.2747 0.7980 1.5991
H 4.411 1.664 1.447 0.7804 -1.8661 -0.5036
H 5.852 0.520 3.508 0.5540 0.6645 -1.6828
H 6.840 -0.246 2.144 -1.0349 1.6212 0.4897
H 7.093 1.326 5.092 0.7502 1.7800 -0.6349
H 6.657 3.082 5.477 1.2167 -1.1155 -1.4539
H 8.420 2.703 5.088 -1.7492 -0.6276 -0.9342
H -0.459 2.334 -0.300 -1.5202 -0.2887 1.7353
H -3.509 1.478 0.079 1.2247 0.8229 -0.7102
H -2.782 2.901 -1.014 0.1272 -1.6698 1.4730
H 0.033 1.132 -1.984 -1.6348 -0.9070 -0.6432
H 0.237 -0.618 -4.096 -1.9515 0.6657 1.1236
H -2.505 -1.660 -6.385 1.1355 -0.8478 1.4825
H -2.178 -3.181 -5.366 0.7309 1.7491 -0.0752
H -0.748 -2.032 -5.946 -1.8698 -0.2713 1.0084
H -4.392 -1.372 -4.014 1.7229 0.9909 0.9260
H -4.646 0.303 -1.875 1.9591 -0.4345 -0.7749
H 0.675 3.814 1.090 -0.8994 0.0612 -0.1561
H -1.005 6.105 0.324 0.2408 -1.8223 -0.3256
H -1.474 4.600 -0.691 1.0487 0.3678 1.2384
H 0.197 5.748 -1.945 0.8821 -0.9055 1.5868
H 1.104 4.275 -1.268 -0.4320 1.4561 0.6132
H 1.147 7.394 -0.356 0.8735 -1.6981 0.2914
H 2.026 5.992 0.648 -0.4141 1.0679 -1.5064
H 2.537 6.227 -2.545 0.4707 0.4746 1.9750
H 3.699 5.601 -1.255 -1.2513 1.5907 -0.1774
H 3.408 7.474 -1.474 -0.5544 -1.6900 0.1544
H -2.845 5.595 3.570 0.2305 0.1491 -0.8184
H -3.718 3.651 3.898 0.0510 -0.2773 -1.0787
H -4.525 4.079 0.344 0.9142 0.7275 0.0232
C -10.618 0.422 -5.547 -0.0880 -0.0619 -0.0538
C -9.498 0.800 -4.593 -0.1715 0.3510 -0.1963
O -9.400 -0.109 -3.502 0.1171 0.0483 -0.9067
P -8.874 -1.640 -3.850 -0.7971 2.9042 8.6340
O -7.380 -1.275 -3.850 -1.0140 -1.7479 -4.1639
O -8.796 -2.318 -2.331 -0.2671 -0.7965 -1.0352
C -7.551 -2.739 -1.777 0.4651 0.0625 0.1584
C -6.884 -1.613 -1.003 0.0373 0.0726 0.2374
O -10.525 -2.112 -3.920 1.9015 -0.5348 -2.7967
C -11.310 -2.344 -2.744 -0.2120 -0.5352 0.9621
C -11.391 -1.194 -1.749 0.1376 0.3372 -0.1350
H -10.407 -0.530 -6.043 -0.0373 0.0380 -0.0458
H -10.745 1.184 -6.321 0.0699 -0.0234 0.0649
H -11.562 0.302 -5.010 0.1152 0.0423 -0.0558
H -8.540 0.846 -5.121 0.0201 0.0541 0.0478
H -9.696 1.789 -4.174 0.0826 -0.1413 0.1243
H -6.895 -3.139 -2.557 -0.1064 0.2343 0.1201
H -7.754 -3.571 -1.097 -0.2564 0.1013 -0.0639
H -6.890 -0.664 -1.544 0.0208 -0.1835 -0.2110
H -5.848 -1.871 -0.764 -0.0762 0.0170 0.0239
H -7.420 -1.433 -0.066 0.0305 -0.0755 -0.0066
H -10.967 -3.260 -2.256 0.0626 0.1831 -0.0095
H -12.324 -2.552 -3.097 0.1976 0.0887 -0.4096
H -10.429 -0.930 -1.315 0.0358 -0.1201 -0.0990
H -12.044 -1.463 -0.914 -0.1094 -0.1589 -0.2128
H -11.784 -0.291 -2.225 -0.0535 -0.1373 0.0624
C 11.863 5.701 6.774 0.0264 0.1159 0.0220
C 11.372 4.263 6.770 0.2699 0.0622 -0.2935
O 11.272 3.732 8.087 -0.2648 0.5498 -0.8317
P 10.085 4.359 9.057 4.9266 -7.6206 2.2477
O 8.986 3.455 8.469 -1.5139 4.3993 -0.6246
O 10.242 3.407 10.414 -0.5585 1.2175 0.2948
C 9.192 2.533 10.827 -0.3136 -0.3399 -0.0465
C 9.336 1.159 10.190 0.1660 -0.1778 0.0339
O 11.307 5.378 9.702 -2.7160 1.6988 -1.1817
C 12.270 4.916 10.657 0.2624 -0.4175 0.9852
C 13.103 3.708 10.247 -0.0250 -0.0946 -0.3731
H 11.132 6.363 7.248 0.0305 0.0412 -0.0515
H 12.030 6.059 5.755 -0.0541 -0.0725 0.0417
H 12.794 5.792 7.339 -0.1024 -0.0359 -0.0863
H 10.402 4.189 6.267 0.0095 -0.0479 -0.0320
H 12.081 3.639 6.221 -0.0862 -0.0810 0.1585
H 8.214 2.977 10.618 0.2267 -0.1235 -0.1166
H 9.253 2.433 11.914 0.2395 0.1435 -0.0625
H 9.547 1.208 9.120 -0.1880 0.1872 0.0543
H 8.428 0.569 10.339 0.0921 0.0509 0.0164
H 10.175 0.622 10.642 -0.0834 0.0124 0.0393
H 11.773 4.742 11.614 0.0229 -0.0913 -0.1626
H 12.955 5.754 10.821 -0.2647 0.1963 -0.3242
H 12.511 2.810 10.088 -0.1000 0.1063 0.0397
H 13.829 3.468 11.028 -0.0335 0.2850 0.0447
H 13.642 3.903 9.315 0.0121 0.0273 0.1626
C -5.615 -6.811 -9.383 -0.0199 -0.0281 -0.1160
C -4.889 -6.575 -8.070 -0.4292 -0.0243 0.0581
O -3.600 -7.178 -8.059 -0.4892 0.6731 -0.4123
P -2.457 -6.513 -9.055 2.1656 -6.2034 6.3316
O -2.077 -5.378 -8.090 -1.4161 1.9264 -3.9688
O -1.113 -7.414 -8.657 -0.0194 0.4700 -1.2039
C 0.027 -6.808 -8.050 0.2256 0.2581 0.3232
C -0.084 -6.821 -6.533 0.0046 -0.1813 0.1581
O -2.864 -7.722 -10.206 -0.2866 3.2653 -0.9840
C -2.399 -9.073 -10.101 0.8080 -0.7691 0.0551
C -2.728 -9.801 -8.804 -0.2549 0.1850 0.2246
H -5.105 -6.308 -10.209 -0.0694 -0.0004 -0.0170
H -6.639 -6.431 -9.338 0.0806 0.0118 0.0518
H -5.644 -7.877 -9.625 -0.0120 0.1231 0.0547
H -4.797 -5.503 -7.868 -0.0052 -0.0137 0.0722
H -5.463 -7.020 -7.253 0.2073 -0.0124 0.0108
H 0.180 -5.796 -8.438 -0.1619 -0.1625 0.1670
H 0.907 -7.383 -8.351 -0.2172 -0.1648 -0.0992
H -1.064 -6.498 -6.177 0.0700 0.1672 -0.2068
H 0.678 -6.176 -6.086 -0.0474 -0.0792 -0.0452
H 0.058 -7.837 -6.156 0.0670 0.0573 -0.0287
H -1.325 -9.102 -10.304 -0.1103 0.0496 0.1489
H -2.875 -9.618 -10.921 -0.1993 0.4131 -0.0680
H -2.270 -9.349 -7.927 0.0450 0.0903 -0.1188
H -2.363 -10.832 -8.848 -0.0478 0.0557 -0.2779
H -3.807 -9.818 -8.628 0.1115 -0.0777 -0.0856



No. 3
50
Properties=species:S:1:pos:R:3:forces:R:3 method="wB97M-V/def2-TZVPD" e_tot_ev=-870398.411 total_charge=-1 homo_energy_ev=-4.40 e_lumo_ev=1.597
N 0.762 -3.269 0.024 0.2573 -0.1363 0.0441
C 1.796 -2.365 -0.508 -0.0862 0.0198 0.3099
N 2.887 -2.434 0.470 -0.1453 0.0934 -0.1057
N 2.281 -2.838 -1.796 0.1957 -0.0392 0.0490
C 1.340 -0.893 -0.587 0.2071 -0.2137 -0.2613
C 0.662 -0.451 -1.878 -0.1476 0.0667 0.2368
N -0.792 -0.780 -1.886 0.1567 0.0958 0.0816
C -1.571 -0.084 -0.851 -0.2106 -0.3724 0.3091
C -2.310 -1.048 0.111 0.0615 -0.0325 -0.3083
C -2.819 -2.284 -0.597 -0.2364 0.0069 0.1770
I -3.829 -3.587 0.814 0.0106 0.0251 -0.1159
C 0.906 1.058 -2.149 -0.2232 -0.1576 0.0896
O 0.611 1.843 -1.221 0.0085 0.1993 0.3820
O 1.328 1.324 -3.285 0.2224 0.2161 -0.5657
H 0.576 -2.988 0.980 -0.1836 0.0324 0.0202
H -0.092 -3.147 -0.505 -0.0517 0.1120 -0.0383
H 3.730 -2.145 -0.012 0.1094 0.0220 0.1456
H 2.998 -3.386 0.797 0.0401 -0.1099 -0.1798
H 2.706 -3.745 -1.638 -0.0973 -0.1210 -0.0585
H 1.524 -2.968 -2.456 -0.0565 0.0998 -0.0241
H 2.218 -0.264 -0.441 0.0654 0.0095 -0.0645
H 0.704 -0.712 0.279 -0.0068 0.1353 0.0553
H 1.101 -0.962 -2.729 0.0182 -0.0981 -0.0412
H -1.124 -0.447 -2.783 -0.0220 -0.1572 -0.0702
H -0.918 0.554 -0.260 -0.0280 0.2325 -0.0592
H -2.318 0.568 -1.303 0.0239 0.0705 -0.1527
H -1.659 -1.339 0.938 0.0363 -0.0353 0.0026
H -3.175 -0.532 0.532 0.0887 0.1007 0.1794
H -2.043 -2.894 -1.035 0.0555 -0.0195 -0.0413
H -3.567 -2.060 -1.352 -0.0070 -0.0002 -0.0195
C 2.011 1.906 2.636 0.0299 0.1512 0.0006
Br 3.171 0.377 2.465 -0.0478 -0.0109 0.0311
Br 2.264 3.184 1.241 -0.0947 0.0375 -0.0232
Br 0.168 1.354 2.746 -0.0345 -0.1400 0.0287
H 2.251 2.390 3.571 -0.0284 -0.0327 0.0492
C -0.878 5.732 3.043 -0.0579 0.0040 -0.0508
Br 0.272 4.998 4.404 0.0072 -0.0317 0.0038
Br 0.126 6.646 1.684 0.0147 -0.0071 -0.0036
Br -2.055 4.414 2.290 0.0431 0.0520 0.0061
H -1.497 6.469 3.531 -0.0051 0.0218 0.0187
C 6.223 3.042 -1.131 -0.1117 -0.0523 -0.1097
Br 5.018 3.361 -2.589 -0.0278 0.0057 0.0118
Br 6.739 4.682 -0.251 0.0195 0.0151 0.0111
Br 5.462 1.791 0.107 0.1344 -0.0634 0.0472
H 7.124 2.606 -1.535 0.0369 0.0139 0.0014
C -7.557 -2.203 0.442 -0.0328 0.0410 -0.0120
Br -9.015 -3.453 0.299 -0.0094 -0.0037 -0.0029
Br -7.328 -1.195 -1.178 0.0169 0.0036 -0.0088
Br -7.762 -1.052 1.967 0.0020 0.0009 0.0027
H -6.652 -2.773 0.588 0.0905 -0.0498 0.0227



Copy entry 3 word for word.
50
Properties=species:S:1:pos:R:3:forces:R:3 method="wB97M-V/def2-TZVPD" e_tot_ev=-870398.411 total_charge=-1 homo_energy_ev=-4.40 e_lumo_ev=1.597
N 0.762 -3.269 0.024 0.2573 -0.1363 0.0441
C 1.796 -2.365 -0.508 -0.0862 0.0198 0.3099
N 2.887 -2.434 0.470 -0.1453 0.0934 -0.1057
N 2.281 -2.838 -1.796 0.1957 -0.0392 0.0490
C 1.340 -0.893 -0.587 0.2071 -0.2137 -0.2613
C 0.662 -0.451 -1.878 -0.1476 0.0667 0.2368
N -0.792 -0.780 -1.886 0.1567 0.0958 0.0816
C -1.571 -0.084 -0.851 -0.2106 -0.3724 0.3091
C -2.310 -1.048 0.111 0.0615 -0.0325 -0.3083
C -2.819 -2.284 -0.597 -0.2364 0.0069 0.1770
I -3.829 -3.587 0.814 0.0106 0.0251 -0.1159
C 0.906 1.058 -2.149 -0.2232 -0.1576 0.0896
O 0.611 1.843 -1.221 0.0085 0.1993 0.3820
O 1.328 1.324 -3.285 0.2224 0.2161 -0.5657
H 0.576 -2.988 0.980 -0.1836 0.0324 0.0202
H -0.092 -3.147 -0.505 -0.0517 0.1120 -0.0383
H 3.730 -2.145 -0.012 0.1094 0.0220 0.1456
H 2.998 -3.386 0.797 0.0401 -0.1099 -0.1798
H 2.706 -3.745 -1.638 -0.0973 -0.1210 -0.0585
H 1.524 -2.968 -2.456 -0.0565 0.0998 -0.0241
H 2.218 -0.264 -0.441 0.0654 0.0095 -0.0645
H 0.704 -0.712 0.279 -0.0068 0.1353 0.0553
H 1.101 -0.962 -2.729 0.0182 -0.0981 -0.0412
H -1.124 -0.447 -2.783 -0.0220 -0.1572 -0.0702
H -0.918 0.554 -0.260 -0.0280 0.2325 -0.0592
H -2.318 0.568 -1.303 0.0239 0.0705 -0.1527
H -1.659 -1.339 0.938 0.0363 -0.0353 0.0026
H -3.175 -0.532 0.532 0.0887 0.1007 0.1794
H -2.043 -2.894 -1.035 0.0555 -0.0195 -0.0413
H -3.567 -2.060 -1.352 -0.0070 -0.0002 -0.0195
C 2.011 1.906 2.636 0.0299 0.1512 0.0006
Br 3.171 0.377 2.465 -0.0478 -0.0109 0.0311
Br 2.264 3.184 1.241 -0.0947 0.0375 -0.0232
Br 0.168 1.354 2.746 -0.0345 -0.1400 0.0287
H 2.251 2.390 3.571 -0.0284 -0.0327 0.0492
C -0.878 5.732 3.043 -0.0579 0.0040 -0.0508
Br 0.272 4.998 4.404 0.0072 -0.0317 0.0038
Br 0.126 6.646 1.684 0.0147 -0.0071 -0.0036
Br -2.055 4.414 2.290 0.0431 0.0520 0.0061
H -1.497 6.469 3.531 -0.0051 0.0218 0.0187
C 6.223 3.042 -1.131 -0.1117 -0.0523 -0.1097
Br 5.018 3.361 -2.589 -0.0278 0.0057 0.0118
Br 6.739 4.682 -0.251 0.0195 0.0151 0.0111
Br 5.462 1.791 0.107 0.1344 -0.0634 0.0472
H 7.124 2.606 -1.535 0.0369 0.0139 0.0014
C -7.557 -2.203 0.442 -0.0328 0.0410 -0.0120
Br -9.015 -3.453 0.299 -0.0094 -0.0037 -0.0029
Br -7.328 -1.195 -1.178 0.0169 0.0036 -0.0088
Br -7.762 -1.052 1.967 0.0020 0.0009 0.0027
H -6.652 -2.773 0.588 0.0905 -0.0498 0.0227